[1]
112
Properties=species:S:1:pos:R:3:forces:R:3 method="wB97M-V/def2-TZVPD" homo_ev="-12.73 / -12.85" lumo_energy_ev="-6.08 / -5.39" spin_multiplicity=2 e_tot_ha=-6246.3242 relative_energy_kcal_mol=44.6 gap_ev="6.6 / 7.5" charge=+2
W 0.197 1.104 -0.282 -0.348 6.436 -0.999
C 3.995 -1.031 -1.299 -0.209 0.217 -0.188
C 3.351 -0.384 -2.523 0.448 -0.485 -0.129
C 2.671 -1.462 -3.379 0.123 0.334 0.246
C 4.410 0.327 -3.364 -0.298 0.089 0.207
O 2.358 0.548 -2.083 -0.474 0.687 0.089
Ge 2.646 2.331 -1.661 0.023 -0.233 -0.262
O 2.191 1.815 0.205 -1.909 -0.700 -1.663
C 2.776 2.265 1.433 0.364 0.383 1.213
C 1.886 1.769 2.596 -0.084 -0.180 -0.390
C 2.906 3.792 1.420 -0.198 -0.384 -0.350
C 4.183 1.664 1.542 -0.445 0.010 -0.382
O 0.533 2.455 -1.940 1.078 -1.607 1.760
C -0.081 3.323 -2.895 -0.852 0.600 -0.616
C 0.733 4.613 -3.022 0.071 -0.427 0.247
C -0.132 2.631 -4.266 0.220 0.063 0.500
C -1.500 3.674 -2.424 0.448 -0.025 0.122
H 4.624 -1.864 -1.598 0.130 -0.115 0.019
H 4.605 -0.297 -0.777 0.097 0.022 0.147
H 3.216 -1.395 -0.630 -0.007 -0.081 0.072
H 3.433 -2.054 -3.879 0.019 -0.101 -0.049
H 2.080 -2.131 -2.757 -0.070 -0.132 0.029
H 2.037 -1.003 -4.137 -0.031 0.022 -0.112
H 5.160 -0.384 -3.701 0.085 0.020 -0.033
H 3.950 0.801 -4.230 0.012 0.009 -0.128
H 4.902 1.103 -2.773 0.145 -0.021 -0.029
H 0.991 1.261 2.183 0.531 0.316 0.585
H 2.423 1.059 3.220 0.022 -0.025 0.089
H 1.555 2.593 3.222 -0.111 0.052 0.030
H 1.928 4.265 1.389 -0.100 0.105 0.025
H 3.433 4.140 2.303 0.033 0.001 0.090
H 3.468 4.096 0.535 0.070 0.127 0.055
H 4.130 0.578 1.539 0.034 -0.144 0.024
H 4.787 1.987 0.693 0.127 0.009 -0.006
H 4.663 1.999 2.457 0.020 0.015 0.065
H 1.754 4.384 -3.327 0.042 0.106 -0.050
H 0.294 5.264 -3.772 -0.065 0.054 -0.065
H 0.760 5.139 -2.070 0.035 0.101 0.097
H 0.881 2.434 -4.613 0.052 -0.072 -0.106
H -0.679 1.691 -4.210 -0.064 -0.100 -0.004
H -0.630 3.271 -4.990 -0.030 0.046 -0.060
H -1.493 3.861 -1.347 -0.066 0.022 -0.101
H -1.845 4.572 -2.925 -0.106 0.077 -0.102
H -2.205 2.877 -2.660 -0.108 -0.094 -0.044
N -3.699 -3.329 -1.978 -0.193 -0.068 -0.075
C -2.415 -2.846 -1.334 0.515 0.094 0.384
C -1.330 -2.654 -2.389 0.147 0.119 0.039
C -1.197 -1.218 -2.929 -0.620 0.037 -0.251
N -0.156 -0.467 -2.215 0.674 -0.339 -0.152
C -2.520 -0.455 -2.803 0.394 0.018 0.254
C -2.937 -0.307 -1.337 0.031 -0.351 -0.301
N -2.162 0.777 -0.700 0.203 0.524 0.653
C -2.701 -1.594 -0.522 -0.090 0.197 -0.170
H -3.547 -4.217 -2.472 -0.080 0.234 0.080
H -4.027 -2.626 -2.654 -0.083 -0.360 0.165
H -4.425 -3.480 -1.265 0.136 0.032 -0.205
H -2.102 -3.640 -0.650 -0.263 -0.031 -0.058
H -1.488 -3.351 -3.211 0.011 -0.050 -0.128
H -0.386 -2.939 -1.915 -0.221 -0.082 -0.220
H -0.949 -1.293 -3.998 0.098 0.061 0.227
H 0.331 0.156 -2.863 -0.024 -0.206 0.171
H 0.559 -1.119 -1.880 -0.077 0.160 -0.379
H -3.302 -0.949 -3.385 -0.074 0.052 -0.117
H -2.400 0.540 -3.233 -0.118 0.024 -0.127
H -4.005 -0.040 -1.305 0.258 0.011 0.046
H -2.509 0.876 0.262 0.056 0.125 -0.358
H -2.393 1.660 -1.166 0.123 -0.179 0.250
H -3.541 -1.779 0.149 0.104 0.036 0.156
H -1.826 -1.417 0.107 -0.256 -0.148 -0.010
O -0.885 -0.939 2.270 -0.025 -0.556 0.397
C -0.186 -2.164 1.958 0.060 0.317 0.049
C 0.476 -1.845 0.594 -0.250 -2.569 -0.606
O 0.773 -2.692 -0.255 -0.193 1.566 1.399
O 0.645 -0.585 0.414 0.403 -0.054 0.093
C 0.908 -2.470 2.972 0.031 0.038 0.067
C 2.117 -1.785 2.927 0.078 -0.002 -0.038
C 3.117 -2.068 3.842 0.039 0.048 -0.063
C 2.928 -3.046 4.804 -0.056 0.007 -0.026
C 1.722 -3.722 4.860 -0.023 -0.026 0.074
C 0.712 -3.429 3.959 -0.032 0.018 0.006
C -1.133 -3.336 1.818 -0.227 -0.076 -0.221
C -0.649 -4.540 1.309 -0.039 -0.066 0.059
C -1.494 -5.627 1.161 0.113 -0.056 -0.063
C -2.829 -5.529 1.523 -0.116 0.013 0.018
C -3.311 -4.337 2.041 -0.154 -0.118 -0.088
C -2.469 -3.246 2.189 0.258 0.093 0.097
H -0.890 -0.838 3.230 0.031 -0.007 -0.022
H 2.285 -1.036 2.166 0.063 0.050 -0.026
H 4.056 -1.538 3.795 0.105 0.077 -0.026
H 3.717 -3.284 5.500 0.070 -0.016 0.070
H 1.567 -4.492 5.600 -0.035 -0.042 0.102
H -0.227 -3.960 4.024 -0.032 -0.082 -0.008
H 0.392 -4.623 1.040 0.037 -0.079 0.015
H -1.106 -6.559 0.776 0.047 -0.071 -0.004
H -3.478 -6.388 1.446 -0.070 -0.079 -0.049
H -4.344 -4.263 2.346 -0.108 0.009 0.103
H -2.850 -2.333 2.620 -0.025 0.130 -0.016
C -1.441 3.398 3.811 -0.085 -0.174 -0.726
Ge -2.096 3.099 1.950 -0.880 0.215 0.756
C -3.138 4.711 1.391 0.479 -0.583 0.026
C -3.421 1.589 2.088 0.440 0.455 -0.030
C -0.602 2.783 0.731 0.682 -2.907 -0.741
H -2.273 3.683 4.447 -0.195 0.038 0.008
H -0.705 4.193 3.847 0.143 0.128 -0.037
H -0.998 2.495 4.216 0.108 -0.158 0.043
H -3.751 5.054 2.218 -0.056 -0.024 0.172
H -3.793 4.499 0.552 -0.060 -0.087 -0.137
H -2.474 5.520 1.106 0.131 0.129 -0.026
H -4.000 1.793 2.984 -0.069 0.020 0.174
H -2.950 0.616 2.219 0.056 -0.122 0.008
H -4.138 1.557 1.268 -0.041 0.017 -0.135
H -0.009 3.709 0.734 0.092 -0.316 -0.360


[2]
131
Properties=species:S:1:pos:R:3:forces:R:3 method="wB97M-V/def2-TZVPD" homo_ev=-10.26 lumo_energy_ev=-2.41 e_tot_ha=-9334.5038 gap_ev=7.8 charge=+1
C 3.340 -1.233 7.312 0.295 0.220 -0.358
O 3.205 0.100 7.793 -0.233 -0.363 0.564
C 1.870 0.516 7.917 -0.130 0.736 -0.641
C 1.179 0.637 6.533 -0.162 -0.625 1.037
C -0.117 1.474 6.626 0.292 0.554 -0.879
C -0.143 2.519 5.467 -0.687 -0.852 -0.090
C -0.943 1.885 4.278 0.776 0.452 0.172
C -0.575 2.529 2.909 0.629 0.802 0.665
N -1.378 3.691 2.548 0.440 -0.365 -1.016
C -1.469 4.736 3.571 -0.882 0.318 0.572
C -2.764 4.659 4.431 -0.010 1.114 -0.504
C -2.573 5.207 5.849 -0.025 -1.614 0.532
F -1.539 6.121 5.928 -0.100 0.286 -0.234
C -0.696 4.317 1.394 -0.130 0.326 0.917
C 0.071 3.355 0.491 -0.241 1.487 0.330
N -0.530 1.964 0.330 1.804 0.790 0.340
C 0.454 1.351 -0.661 0.526 -0.685 -2.002
C 0.257 -0.032 -1.297 -0.867 -0.531 -0.267
C -0.247 -1.270 -0.536 0.048 -0.978 -0.504
S -0.951 -2.327 -1.891 -0.026 -0.289 0.104
C -0.715 -4.047 -1.367 0.387 0.401 -0.154
S 0.158 -5.059 -2.303 -0.191 0.530 0.136
N -1.329 -4.396 -0.164 0.218 -0.918 -0.409
C -2.774 -4.652 -0.351 -1.071 0.680 1.049
C -3.416 -5.148 0.960 0.192 -0.216 0.275
O -2.771 -6.294 1.491 0.028 0.448 0.234
C -1.422 -5.909 1.770 -0.589 -0.226 -0.962
C -0.773 -5.625 0.412 0.277 -0.745 1.145
C -1.893 2.000 -0.233 -2.187 -1.135 -0.359
F -2.322 0.768 -0.514 1.323 -0.837 -0.682
F -2.809 2.376 0.640 0.487 1.477 0.949
C -2.196 2.819 -1.538 -1.559 0.255 -0.759
F -1.549 2.453 -2.643 1.582 0.045 0.295
F -3.459 2.434 -1.819 -0.545 -0.199 0.751
C -2.366 4.376 -1.542 -1.002 0.182 -2.537
F -3.005 4.619 -2.697 0.098 -0.244 -0.788
F -3.186 4.841 -0.651 0.131 0.105 1.928
F -1.251 5.070 -1.646 0.994 0.105 0.995
C -0.424 1.420 1.763 -0.288 -0.082 2.862
O -1.360 0.435 2.021 -0.393 -0.015 -0.964
P 1.255 0.669 2.243 1.647 -0.865 0.380
O 1.346 -0.790 2.063 -0.578 -0.229 -0.528
H 4.112 -1.771 7.870 -0.067 0.236 0.079
H 2.407 -1.803 7.386 0.075 0.090 -0.052
H 3.672 -1.164 6.269 -0.381 -0.265 0.414
H 1.901 1.530 8.334 0.125 -0.181 0.094
H 1.277 -0.100 8.610 0.158 -0.125 -0.143
H 1.932 1.058 5.857 -0.186 0.143 0.077
H 0.951 -0.376 6.177 0.067 0.155 -0.112
H -0.225 2.003 7.578 0.223 -0.230 0.025
H -0.983 0.814 6.511 -0.003 0.145 0.246
H -0.567 3.472 5.777 0.087 -0.101 -0.006
H 0.891 2.681 5.147 -0.154 0.249 0.043
H -0.624 0.840 4.322 -0.261 0.019 -0.295
H -2.013 1.912 4.476 0.044 -0.092 -0.186
H 0.447 2.937 3.135 -0.019 -0.315 -0.470
H -0.567 4.848 4.191 -0.021 -0.344 -0.197
H -1.553 5.689 3.043 0.136 -0.141 -0.030
H -3.494 5.311 3.938 0.033 -0.229 -0.083
H -3.214 3.667 4.415 0.189 0.003 0.294
H -2.295 4.360 6.493 0.048 0.264 0.096
H -3.482 5.623 6.285 0.083 0.259 -0.278
H 0.073 4.992 1.819 0.110 -0.132 -0.453
H -1.401 4.980 0.889 0.039 -0.329 -0.152
H 1.066 3.237 0.915 -0.122 -0.531 -0.038
H 0.245 3.861 -0.460 -0.250 -0.546 -0.162
H 1.493 1.493 -0.362 -0.382 -0.104 1.010
H 0.448 2.019 -1.532 -0.337 0.077 0.264
H -0.415 0.084 -2.160 0.043 0.256 0.217
H 1.211 -0.309 -1.763 0.021 0.237 0.204
H -1.047 -1.131 0.183 0.386 0.276 0.183
H 0.593 -1.843 -0.149 -0.204 0.171 0.449
H -2.986 -5.406 -1.121 0.386 0.197 -0.117
H -3.269 -3.700 -0.570 0.072 -0.211 -0.382
H -4.460 -5.429 0.806 0.099 0.131 -0.205
H -3.378 -4.366 1.737 -0.074 0.111 -0.285
H -0.941 -6.758 2.254 0.035 0.144 0.036
H -1.445 -5.017 2.410 0.295 -0.127 0.097
H 0.306 -5.576 0.573 -0.013 0.359 -0.387
H -0.993 -6.516 -0.203 0.099 0.593 0.048
H -1.005 -0.288 2.562 0.170 -0.085 -0.445
H 1.462 0.916 3.625 -0.438 0.700 -0.410
H 2.338 1.364 1.632 -0.565 0.333 0.054
Cl 0.383 -8.503 -0.442 0.141 -0.254 -0.014
C 0.440 -9.982 -1.436 0.130 -0.145 -0.041
C -0.699 -10.041 -2.422 0.034 -0.032 -0.119
Cl -2.272 -10.270 -1.619 -0.014 0.051 0.011
H 0.435 -10.839 -0.766 -0.088 0.052 0.027
H 1.390 -9.971 -1.968 -0.043 0.057 -0.037
H -0.559 -10.887 -3.094 0.025 -0.023 0.062
H -0.755 -9.134 -3.020 -0.020 0.026 0.084
Cl 4.620 -2.059 4.379 0.168 -0.123 -0.245
C 4.963 -3.437 3.302 0.167 -0.071 -0.162
C 3.826 -3.688 2.347 0.048 -0.040 -0.207
Cl 2.377 -4.288 3.190 -0.109 0.000 -0.014
H 5.166 -4.307 3.922 -0.091 0.051 0.057
H 5.868 -3.194 2.748 -0.051 0.043 -0.032
H 4.115 -4.449 1.622 0.010 -0.017 0.078
H 3.551 -2.784 1.806 -0.063 0.012 0.105
Cl -1.242 -0.676 -8.164 0.023 -0.106 0.055
C -2.315 -0.841 -6.750 -0.168 0.063 0.030
C -1.563 -0.694 -5.451 -0.040 0.075 0.123
Cl -0.458 -2.057 -5.150 0.043 0.011 -0.320
H -2.814 -1.805 -6.817 0.106 -0.027 -0.011
H -3.069 -0.059 -6.831 0.049 0.027 0.020
H -2.268 -0.670 -4.618 -0.037 -0.070 -0.040
H -0.979 0.224 -5.431 0.041 -0.044 -0.087
Cl 0.813 4.503 -10.679 -0.019 0.035 0.015
C 0.069 3.265 -9.637 0.051 -0.050 0.102
C -0.553 2.144 -10.431 0.029 -0.129 0.059
Cl -1.993 2.677 -11.334 0.001 0.015 -0.011
H -0.666 3.758 -9.003 -0.035 0.022 -0.093
H 0.860 2.869 -9.001 0.004 -0.046 -0.059
H -0.878 1.355 -9.753 -0.004 0.124 -0.025
H 0.153 1.720 -11.141 -0.016 0.097 -0.038
Cl 3.900 0.641 -4.388 -0.019 0.038 0.042
C 4.265 -1.021 -4.932 0.072 -0.116 -0.096
C 3.242 -2.012 -4.441 -0.066 -0.040 -0.153
Cl 3.330 -2.237 -2.671 -0.081 0.035 0.078
H 5.266 -1.275 -4.590 -0.039 0.066 0.082
H 4.269 -1.005 -6.021 -0.081 0.020 0.017
H 3.419 -2.985 -4.896 0.075 0.008 0.054
H 2.230 -1.701 -4.692 0.024 0.037 0.097
Cl 2.300 5.037 -3.950 0.000 -0.068 0.090
C 0.772 5.951 -3.850 -0.146 -0.048 -0.070
C 0.819 7.239 -4.633 -0.067 0.058 -0.066
Cl 1.927 8.423 -3.900 0.018 -0.030 0.008
H 0.560 6.132 -2.800 0.121 0.112 -0.021
H -0.009 5.304 -4.250 0.021 0.042 -0.070
H -0.170 7.695 -4.649 -0.001 -0.040 0.050
H 1.135 7.069 -5.660 0.069 -0.019 0.046